Formula: C43H99InN3O22S5
Source: the OMol25 dataset
Level of theory: ωB97M-V/def2-TZVPD

XYZ file:
```
173
Properties=species:S:1:pos:R:3:forces:R:3
In 1.4673 2.2960 2.3660 1.658 -2.889 0.483
O 2.6565 0.6448 2.2264 -1.639 2.053 -0.211
H 4.9914 9.0887 -1.7035 -0.006 -0.049 0.016
O -0.5392 4.2973 4.9553 -0.308 -1.620 -1.448
C 0.0211 3.7243 3.8639 1.036 3.736 1.570
O -0.5270 2.8156 3.2384 -1.135 -2.303 -0.565
O 1.0774 4.2406 3.4987 1.994 -0.095 -0.981
H -1.2723 3.6869 4.8893 -1.715 0.185 1.629
C -2.2571 -8.0537 -1.9650 -2.288 0.310 -1.097
C -1.3417 -8.0143 -0.7842 0.032 1.922 0.709
C -0.3768 -9.0852 -0.9921 1.871 -1.322 -0.115
C 0.5906 -8.8689 -2.1806 -1.940 1.526 0.222
C 1.3160 -7.5090 -1.9455 0.954 -2.026 -0.931
C 0.4681 -6.3425 -1.6685 -1.776 2.451 0.758
N -0.6264 -6.7301 -0.7189 0.631 0.495 0.418
O -1.4995 -5.6323 -0.4439 -0.570 -0.675 -1.771
C 1.2770 -5.2698 -0.8503 0.205 0.892 -1.605
C 0.0674 -5.6543 -3.0410 -0.471 -1.562 0.196
C -1.9444 -8.2791 0.6304 -0.103 -1.540 -0.458
H -1.7650 -7.9120 -2.9293 0.490 -0.103 0.293
H -3.0517 -7.2659 -2.0423 0.345 -0.704 0.679
H -2.7142 -9.0536 -2.0301 -0.280 0.413 0.019
H 0.1601 -9.2448 -0.0383 0.260 0.053 -0.536
H -1.0259 -9.9393 -1.1015 0.255 -0.826 -0.288
H 0.0034 -8.8489 -3.1658 0.977 -0.123 1.333
H 1.2757 -9.6738 -2.1876 0.881 -0.740 -0.316
H 1.8789 -7.3330 -2.8754 0.259 0.228 0.496
H 2.0022 -7.5859 -1.1027 0.235 -0.450 -0.102
H 2.0595 -4.8014 -1.5298 -0.860 -0.440 0.687
H 0.6014 -4.4544 -0.4948 0.569 -0.723 -0.190
H 1.8366 -5.7074 -0.0368 -0.192 -0.219 0.432
H 0.9624 -5.1680 -3.3537 0.468 1.049 -0.142
H -0.0091 -6.4136 -3.8387 -0.584 0.014 0.369
H -0.8226 -5.0027 -3.0738 0.525 -0.172 0.264
H -2.8719 -7.7575 0.6940 -0.634 0.681 0.573
H -1.2129 -8.0166 1.4254 -0.585 0.078 -0.687
H -2.2190 -9.3856 0.7902 0.504 1.473 -0.500
H -2.0842 -5.5231 -1.2580 0.899 -0.061 1.298
C 5.8811 0.8541 1.3150 2.338 -0.494 -1.592
C 5.4401 0.2987 -0.0857 0.954 1.727 2.172
C 4.6419 -0.9498 0.1817 0.286 0.781 0.539
C 3.7082 -1.2719 -0.9273 -1.332 -0.053 0.038
C 2.7111 -0.0779 -1.1720 2.216 -0.478 0.138
C 3.4898 1.1367 -1.8128 -0.122 -0.425 0.779
N 4.5604 1.5060 -0.7158 0.242 -0.483 -0.994
O 4.8631 2.6253 -0.4949 -0.453 -1.076 -0.089
C 4.3865 0.8358 -3.0836 -0.001 -0.126 1.597
C 2.4797 2.2448 -2.1024 -0.305 -0.121 -1.224
C 6.6619 0.0858 -0.9717 1.106 0.389 -1.244
H 6.2154 0.0182 1.9384 -0.010 -0.028 -0.332
H 5.0500 1.2451 1.7680 -2.242 1.041 1.312
H 6.7050 1.6037 1.3022 -0.575 -0.491 -0.305
H 5.4379 -1.6962 0.3161 -0.431 -0.199 0.023
H 4.0796 -0.8313 1.1247 0.198 0.041 -0.299
H 3.1199 -2.0738 -0.4852 -0.180 -0.490 -0.733
H 4.2995 -1.5943 -1.7844 -0.528 -0.116 -0.362
H 2.3306 0.1451 -0.1463 -0.032 0.375 -0.754
H 1.9145 -0.3144 -1.8719 -0.082 -0.199 0.079
H 3.8317 0.2229 -3.7709 -0.176 -0.493 -0.156
H 4.5200 1.7852 -3.5388 0.312 0.880 -0.564
H 5.3956 0.4227 -2.8638 -1.179 0.128 -0.311
H 2.8082 3.0720 -2.7292 0.700 0.091 0.240
H 1.6917 1.7977 -2.7770 0.624 0.112 0.968
H 2.0063 2.6509 -1.2247 -0.069 -0.112 0.250
H 6.4747 -0.6211 -1.7907 -0.114 0.052 0.272
H 7.5180 -0.3844 -0.4096 -0.983 0.810 -0.185
H 7.0083 1.0433 -1.4866 -0.215 -1.125 0.976
H 4.9753 -3.9323 1.9248 -0.017 0.061 -0.023
C -1.6691 5.2144 -5.0295 -0.450 -0.590 -1.974
C -1.2363 5.4903 -3.6061 -0.061 -0.425 -1.027
C -0.7385 6.9022 -3.5297 -0.719 2.175 0.651
C -1.9458 7.9491 -3.5060 2.872 0.486 1.303
C -2.9131 7.6478 -2.4097 1.560 -2.395 2.038
C -3.4685 6.1928 -2.5808 0.335 1.729 -1.497
N -2.3168 5.3007 -2.6474 -0.297 -0.130 0.891
O -2.8208 3.9757 -2.8124 0.088 -0.370 0.131
C -4.3604 5.7547 -1.4860 -0.648 0.257 3.273
C -4.3061 6.3067 -3.8268 -1.120 -1.340 -2.600
C -0.1816 4.4924 -3.2115 1.193 1.311 0.998
H -2.2970 4.3033 -5.1629 0.582 0.515 0.339
H -0.8614 5.1765 -5.7893 0.165 -0.380 0.851
H -2.2410 6.0195 -5.4606 -0.504 0.383 0.207
H -0.0739 7.0956 -2.6357 -0.819 -0.297 -0.674
H -0.1629 7.2167 -4.4025 0.229 -0.596 -0.033
H -2.4036 8.1144 -4.4474 -0.371 -0.274 -0.980
H -1.4159 8.9047 -3.3097 -0.496 -0.251 0.055
H -3.7084 8.3205 -2.3578 -1.382 1.135 0.048
H -2.3843 7.6507 -1.4009 -0.517 0.289 -1.133
H -4.7964 4.7489 -1.5839 0.596 0.169 -0.119
H -3.8305 5.8605 -0.4591 -0.751 -0.440 -1.534
H -5.2721 6.3741 -1.3995 0.583 0.143 -0.182
H -4.5936 5.3209 -4.2979 0.534 0.705 0.624
H -5.2745 6.7531 -3.6335 -0.111 0.313 0.374
H -3.8736 6.8988 -4.6584 -0.181 -0.417 0.687
H 0.0601 4.7278 -2.1553 -0.484 -1.012 -0.323
H 0.7757 4.6721 -3.6853 0.095 0.109 -0.704
H -0.5150 3.5123 -3.4560 -0.078 -0.922 0.343
H -2.8450 3.6581 -1.8964 0.102 0.152 -0.168
O -3.8558 -4.6133 -1.6497 -0.282 -0.418 -1.162
S -4.1591 -3.8390 -0.4961 1.155 0.160 2.203
O -3.0451 -3.1755 0.1464 -1.067 -0.023 -0.385
O -5.2899 -2.7930 -0.7958 -0.435 0.101 0.442
C -5.5636 -2.3048 -2.1189 0.131 0.356 -0.756
C -4.3436 -1.6326 -2.7641 -0.510 0.656 -0.717
C -4.9997 -4.8943 0.6963 0.744 0.185 -0.675
H -6.4569 -1.6367 -2.0107 1.041 -0.397 0.065
H -5.8820 -3.1270 -2.7639 0.082 -0.152 0.212
H -3.4481 -2.2646 -2.8553 -0.633 -0.208 -0.098
H -3.9849 -0.7434 -2.2284 -0.474 -0.103 -0.009
H -4.7034 -1.3175 -3.7847 0.657 -0.223 0.882
H -4.2370 -5.5802 1.1055 -0.396 0.340 -0.291
H -5.7551 -5.3963 0.1195 -0.213 -0.522 -0.191
H -5.4964 -4.3296 1.4611 0.091 0.478 0.403
O 2.6997 2.4357 4.9968 -0.461 -0.859 0.392
S 2.9012 1.2526 5.8378 -0.662 0.377 -2.055
O 3.0188 1.4785 7.2294 0.134 0.090 1.172
O 1.7602 0.1627 5.5720 0.696 0.796 -0.043
C 0.5825 -0.0104 6.4769 0.895 -0.291 -1.571
C 0.9302 -1.0063 7.5371 -0.970 -0.333 1.066
C 4.3077 0.4279 5.1542 -1.802 -0.796 -0.753
H -0.1537 -0.2703 5.6775 0.204 -0.161 1.278
H 0.3488 0.9306 6.9406 -0.153 0.545 0.018
H 1.7700 -0.6780 8.1396 0.297 0.188 -0.220
H 1.0615 -2.0462 7.2666 0.148 0.011 -0.663
H 0.1026 -1.0211 8.2572 -0.097 0.030 -0.090
H 5.0203 1.2020 4.9010 0.559 -0.244 0.668
H 3.9655 -0.0102 4.2012 -0.177 0.432 0.091
H 4.4473 -0.4268 5.8056 1.084 0.250 0.314
O -1.8647 3.3422 -0.0528 -0.597 1.272 -0.115
S -1.1871 2.1025 -0.0600 1.002 -1.893 1.041
O 0.2710 2.0419 -0.0752 -1.080 0.385 0.603
O -1.5645 1.2998 1.2699 -0.171 0.157 -1.129
C -2.9733 1.2625 1.7319 0.662 0.147 0.298
C -3.8103 0.2336 0.9595 -0.701 1.417 -0.449
C -1.7237 1.1225 -1.4139 -0.633 1.081 -1.446
H -3.3212 2.3475 1.7992 0.093 -1.631 -0.384
H -2.8955 0.8589 2.7564 0.308 0.548 -0.368
H -4.6749 0.1956 1.6416 -0.178 -0.454 -0.651
H -3.3685 -0.7889 0.8493 -0.181 1.036 0.096
H -4.1511 0.6830 -0.0328 0.241 -0.959 1.311
H -1.5638 1.7345 -2.3651 0.350 -0.715 1.283
H -2.8357 1.0414 -1.4070 1.045 -0.484 0.338
H -1.1131 0.2166 -1.3825 -0.563 -0.068 -0.186
O 2.5913 3.5658 1.1055 0.708 0.644 -0.337
S 3.0779 4.9598 1.1584 -0.442 -0.821 -1.054
O 3.9665 5.2676 0.0934 0.421 0.247 0.015
O 1.8162 5.8362 1.0846 0.399 0.401 1.091
C 0.7543 5.5847 0.1267 -1.386 -0.344 1.027
C -0.3164 6.5888 0.5004 -0.769 -0.608 -0.337
C 3.8096 5.2491 2.7189 -0.405 0.263 0.051
H 0.3077 4.5471 0.2239 1.062 1.102 -0.132
H 1.1576 5.7898 -0.8489 0.112 -0.155 -0.422
H -0.7082 6.5371 1.5217 0.169 -0.608 -0.188
H -1.1293 6.4816 -0.2212 -0.130 -0.243 0.183
H 0.0093 7.5848 0.3967 0.780 1.271 -0.262
H 4.1385 6.2707 2.7872 0.102 0.479 -0.209
H 4.6744 4.5996 2.7353 0.105 -0.278 0.059
H 3.0968 5.0482 3.5104 -0.070 -0.275 0.047
O -0.1339 -2.7631 4.5685 0.115 0.570 2.695
S -0.0987 -2.8480 3.1755 -0.512 -1.499 -3.687
O 1.1621 -3.1453 2.5108 -1.434 0.199 0.523
O -1.2621 -3.9015 2.7290 0.469 0.692 0.535
C -1.1050 -5.3529 2.5387 0.705 0.621 0.371
C -0.9259 -6.1279 3.8341 -1.965 -1.093 -0.789
C -0.8553 -1.4145 2.3711 0.698 0.165 1.332
H -0.2212 -5.4303 1.9056 -0.434 -0.508 -0.450
H -2.0683 -5.6051 2.0857 0.646 -0.072 -0.371
H -1.8020 -5.8845 4.4560 0.484 -0.192 0.172
H -0.0259 -5.8979 4.3179 1.246 0.437 0.823
H -0.9441 -7.2530 3.6518 -0.003 1.439 0.012
H -1.0506 -1.7468 1.3692 -0.346 0.030 -0.428
H -0.0329 -0.6868 2.3857 -0.154 -0.021 -0.125
H -1.7355 -0.9888 2.9205 0.803 -0.870 -0.497
```
Positions in Å, forces in eV/Å.

As for the net charge: +1. The calculation puts the total energy at -5697.47299 Ha. The spin multiplicity is 1. Its HOMO energy is -0.3135 hartree. The LUMO energy is -7.46 eV.